{"formula": "C34H57CrN3O2SSi", "method": "ωB97M-V with the def2-TZVPD basis set", "s2": 6.035, "multiplicity": 5, "orbital_gap_ev": [4.8, 6.0], "charge": 0, "largest_force_ev_per_a": 8.17, "relative_energy_kj_mol": 683.0, "symbols": ["Cr", "S", "Si", "O", "O", "N", "N", "N", "C", "C", "C", "C", "C", "C", "C", "C", "C", "C", "C", "C", "C", "C", "C", "C", "C", "C", "C", "C", "C", "C", "C", "C", "C", "C", "C", "C", "C", "C", "C", "C", "C", "C", "H", "H", "H", "H", "H", "H", "H", "H", "H", "H", "H", "H", "H", "H", "H", "H", "H", "H", "H", "H", "H", "H", "H", "H", "H", "H", "H", "H", "H", "H", "H", "H", "H", "H", "H", "H", "H", "H", "H", "H", "H", "H", "H", "H", "H", "H", "H", "H", "H", "H", "H", "H", "H", "H", "H", "H", "H"], "coordinates": [[0.71895, 0.20214, 1.16247], [4.01874, 0.84152, 4.43921], [-2.82295, -0.61775, 0.15702], [-0.47768, -1.02636, -3.97497], [0.63247, 0.87120, -3.06115], [2.40383, 0.59007, 2.03956], [0.52637, -1.43392, 2.08437], [-0.06741, 1.55844, 2.27447], [0.31886, 2.94083, 2.06965], [-4.01508, 0.37726, -0.90432], [0.83636, 5.68336, 1.75119], [2.74225, -1.35636, 4.01559], [1.54567, -2.43798, 2.04217], [-0.87960, -2.73449, 3.60672], [-3.43111, -0.32107, 1.91856], [-0.57527, 1.12386, 3.42215], [3.63210, -4.31904, 1.95713], [0.24742, -3.82275, 0.32715], [-0.39507, -1.41035, 3.09608], [-0.84196, -0.23404, 3.69648], [2.66234, -2.37095, 2.93921], [2.49957, -4.46932, 1.16808], [3.74084, -3.23656, 2.80502], [-1.91019, 3.23532, 0.89567], [1.62021, 0.73093, -5.41388], [2.45204, 2.88647, 3.54075], [-0.31232, 5.10318, 1.25160], [-1.90244, -0.89653, -4.43116], [-1.03376, 2.16182, 4.40538], [-0.59739, 3.74786, 1.39836], [0.92496, -2.78469, -4.97169], [-3.02294, -2.46837, -0.13984], [1.75267, 4.91938, 2.44148], [0.42145, 3.30213, -3.18186], [-1.98515, -1.31905, -5.88397], [3.12892, 0.85065, 3.05012], [0.16136, -2.38243, -3.72916], [-0.25378, 1.97910, -3.48541], [1.45488, -3.54244, 1.17725], [1.85556, 0.66587, -3.91116], [1.46830, 3.58181, 2.62910], [-0.99413, -0.07330, -0.14958], [-1.63927, -2.56405, 4.37758], [4.44837, -5.02032, 1.94859], [-3.99273, 0.02270, -1.94214], [-2.59998, -3.05402, 0.68827], [0.61478, 3.41770, -2.10872], [-0.66489, -3.05768, -3.45680], [-3.74158, 1.44006, -0.87578], [-0.34512, -0.74337, -0.74704], [-3.06706, -1.09724, 2.60243], [2.56382, 0.44189, -5.87338], [2.24777, -0.52544, 3.37887], [-0.42908, 1.84263, -4.56724], [-4.09506, -2.69730, -0.20184], [-2.54581, -2.77672, -1.07810], [-2.51361, -1.50449, -3.74203], [-1.93032, 3.29434, -0.19576], [-0.29605, -2.91231, 0.07186], [-5.02661, 0.25766, -0.48969], [3.83279, -1.15257, 4.29798], [-2.71343, 3.88093, 1.26402], [0.82378, -2.18967, -2.87511], [1.99493, -1.34437, 4.82227], [0.56154, -4.31766, -0.59888], [2.24743, -0.31789, -3.60038], [1.74078, -2.07868, -5.17617], [-1.18443, 1.83756, -2.90192], [-0.06584, -0.20777, -3.31598], [4.57787, -3.06406, 3.48094], [3.22342, 2.61277, 2.80381], [-0.83751, 1.00662, -0.35657], [-2.98126, -1.03820, -6.23200], [-1.24125, -0.79876, -6.50655], [3.02330, 3.53667, 4.24113], [2.66336, 5.31145, 2.89579], [1.35732, -3.76428, -4.75960], [-4.52822, -0.35347, 1.90200], [-0.44550, -4.51308, 0.82731], [-0.06135, -3.31451, 4.05909], [-1.04595, 5.71064, 0.73597], [-2.12057, 2.20432, 1.19638], [1.04919, 6.72308, 1.63461], [2.51779, 1.47089, -3.57200], [-1.88987, 2.70811, 3.98893], [1.40649, 1.75319, -5.73912], [0.84946, 0.03848, -5.78184], [-1.86748, -2.40413, -5.97690], [-1.33285, -3.32439, 2.79741], [-0.27783, 4.07335, -3.49690], [1.79621, 2.29916, 4.18279], [1.35324, 3.42023, -3.74732], [0.26612, -2.86296, -5.84529], [-2.11309, 0.17251, -4.29381], [2.43297, -5.33891, 0.51513], [-1.52693, -0.36957, 4.52826], [-1.35592, 1.62288, 5.29412], [-0.23548, 2.85903, 4.68045], [-3.12868, 0.65358, 2.31507]], "forces_ev_per_a": [[-0.207, -0.236, -2.112], [1.280, 2.317, -0.679], [2.281, 0.707, 0.228], [-0.432, -0.931, 0.217], [-0.092, -0.490, -0.840], [5.914, 2.612, 4.996], [-0.432, -1.929, 1.962], [0.107, 1.943, 1.585], [-0.380, 0.244, 1.164], [-0.162, -0.175, -0.003], [0.247, 0.170, -0.152], [-1.244, -0.366, -1.442], [-0.058, -0.986, 0.493], [-0.186, -0.064, 0.677], [-0.225, -0.113, -0.088], [0.301, 1.002, -1.317], [0.236, 0.172, -0.193], [-0.005, 0.055, -0.215], [1.703, 0.050, -1.099], [-0.513, -0.257, 0.300], [-0.683, -0.583, 0.278], [0.284, -0.253, -0.143], [-0.766, -0.003, 0.179], [-0.322, -0.061, -0.086], [0.072, 0.059, 0.146], [-1.200, 3.045, -0.348], [-0.166, 0.144, -0.267], [1.082, -0.249, 0.448], [-0.143, -0.486, 0.522], [0.349, 0.262, 0.040], [-0.083, -0.097, 0.225], [-0.245, 0.048, -0.087], [-0.654, -0.273, -0.389], [-0.312, -0.173, -0.059], [-0.206, 0.057, 0.242], [-2.229, -2.233, -5.311], [-0.788, 1.161, -0.248], [0.780, -0.390, 0.303], [0.395, 0.102, 0.302], [-0.788, 0.544, 0.719], [0.207, -0.283, 0.695], [-0.924, -0.174, 0.132], [0.107, -0.168, -0.100], [0.057, -0.367, -0.298], [-0.129, 0.167, 0.042], [-0.057, 0.169, -0.268], [-0.020, -0.086, -0.242], [0.440, 0.186, -0.014], [-0.084, -0.194, -0.038], [-0.429, 0.186, -0.290], [-0.127, 0.244, -0.143], [0.081, 0.002, -0.138], [0.944, -1.953, 2.250], [-0.195, 0.201, 0.451], [0.142, -0.094, -0.015], [-0.058, -0.081, 0.127], [0.175, 0.330, -0.339], [-0.115, -0.114, -0.052], [0.008, -0.011, 0.107], [0.104, 0.114, -0.322], [-2.478, -1.161, -0.311], [-0.009, -0.092, -0.050], [-0.335, -0.272, -0.111], [0.484, -0.906, 0.254], [-0.072, 0.021, 0.028], [-0.172, 0.548, 0.016], [-0.255, -0.248, 0.006], [0.549, 0.015, -0.262], [0.165, 0.388, -0.229], [-0.042, -0.316, -0.252], [-0.424, -0.301, 0.969], [-0.323, -0.403, -0.528], [0.036, -0.151, -0.149], [-0.251, -0.190, 0.271], [-0.704, 0.135, -0.503], [-0.348, 0.127, -0.209], [0.087, -0.005, -0.191], [0.063, -0.025, 0.106], [0.072, 0.187, -0.032], [-0.170, 0.104, -0.238], [-0.013, 0.147, -0.008], [0.156, 0.276, -0.106], [-0.192, 0.642, -0.221], [0.165, -0.452, -0.227], [0.236, 0.063, 0.094], [-0.046, -0.196, -0.031], [0.233, 0.328, 0.247], [-0.068, 0.262, -0.126], [0.227, 0.154, 0.158], [0.097, 0.293, 0.023], [1.037, -1.062, -0.315], [-0.198, 0.031, 0.137], [0.298, -0.009, 0.247], [-0.030, -0.452, 0.031], [-0.074, 0.112, 0.070], [0.042, -0.105, -0.091], [-0.101, 0.308, 0.205], [-0.240, -0.035, -0.139], [-0.039, -0.180, -0.026]]}

---

{"formula": "C34H57F3IrN2O2Si", "method": "ωB97M-V with the def2-TZVPD basis set", "s2": 6.034, "multiplicity": 5, "orbital_gap_ev": [6.9, 5.8], "charge": 1, "largest_force_ev_per_a": 3.62, "symbols": ["Ir", "Si", "F", "F", "F", "O", "O", "N", "N", "C", "C", "C", "C", "C", "C", "C", "C", "C", "C", "C", "C", "C", "C", "C", "C", "C", "C", "C", "C", "C", "C", "C", "C", "C", "C", "C", "C", "C", "C", "C", "C", "C", "C", "H", "H", "H", "H", "H", "H", "H", "H", "H", "H", "H", "H", "H", "H", "H", "H", "H", "H", "H", "H", "H", "H", "H", "H", "H", "H", "H", "H", "H", "H", "H", "H", "H", "H", "H", "H", "H", "H", "H", "H", "H", "H", "H", "H", "H", "H", "H", "H", "H", "H", "H", "H", "H", "H", "H", "H", "H"], "coordinates": [[0.23014, 1.20070, 1.56856], [1.78697, 1.79883, -1.27287], [2.75804, 0.12090, 2.29666], [2.00575, 1.65583, 3.72103], [2.97880, 2.25657, 1.86085], [1.62525, -2.20882, -1.81255], [0.42586, -0.59683, -3.32436], [-0.46414, -0.15146, 2.95158], [-1.62214, 1.90012, 1.43222], [-0.82028, -2.46739, 2.19740], [1.88580, 3.47041, -0.41472], [-2.72137, 2.66630, -2.04281], [0.62464, 0.45137, -0.57886], [-1.39216, 3.93206, 0.09593], [-2.11198, 3.91555, -2.21621], [2.87535, -2.75481, -1.36554], [-0.05192, -1.54299, 2.93886], [-0.38423, -3.79291, 2.09819], [2.07502, 1.34628, 2.36417], [1.63585, -1.18504, 4.82903], [-0.72365, 4.59431, 1.25936], [-1.91008, 2.63309, 0.22371], [-3.41068, 0.75186, -0.55285], [-2.25030, 1.29628, 3.66318], [3.05963, -2.77361, 0.13986], [1.65202, -2.13341, -4.80462], [-0.77255, -0.34392, -4.08776], [-2.45162, 2.01041, 2.48349], [1.00540, -2.01027, 3.75416], [-1.49101, 4.55391, -1.14639], [1.55523, -0.75016, -4.22427], [0.44437, -2.89467, -1.33572], [-2.68114, 2.03645, -0.79501], [-1.64167, -0.69170, 5.02989], [-1.41230, 0.19865, 3.84270], [3.48852, 1.01426, -1.31445], [-2.10710, -2.05191, 1.55441], [0.04005, -3.98893, -2.28041], [-1.95068, -0.95046, -3.38643], [0.76843, -4.20605, 2.76684], [1.45033, -3.31825, 3.58676], [-3.61523, 2.94405, 2.35361], [1.21368, 2.39287, -2.98036], [-2.13625, 4.39325, -3.19382], [3.46076, 0.03177, -1.80114], [-3.29126, 3.98541, 2.21520], [-2.92898, 1.52289, 4.48182], [-2.37437, -0.19406, 5.67390], [2.94961, -3.77162, -1.78257], [3.87137, 0.88981, -0.29187], [-0.93331, -4.39617, -1.98217], [-0.89649, 0.74110, -4.23120], [1.54844, 3.44943, 0.62732], [-2.05771, -1.67490, 4.75839], [4.13217, -2.74977, 0.35867], [-0.73044, -0.86358, 5.61605], [1.38667, 3.47599, -3.06950], [-2.96790, -2.20345, 2.22945], [0.13740, 2.23428, -3.12608], [-1.05618, 5.55319, -1.26907], [-0.14925, 3.88142, 1.87537], [0.85674, -0.55051, -1.52259], [0.78614, -4.78934, -2.23343], [0.70678, -2.45938, -5.24624], [2.40896, -2.14000, -5.59570], [0.63686, -3.28585, -0.32000], [-4.03871, 0.80447, 0.34777], [1.11034, -5.24273, 2.67408], [-4.19146, 2.88592, 3.28218], [1.28106, -0.15588, 4.85794], [-0.97286, -4.49362, 1.50469], [-1.45908, 5.07583, 1.92076], [1.45580, -1.64246, 5.81589], [-0.03134, 5.36914, 0.90586], [-4.29563, 2.68730, 1.52727], [-0.34223, -2.13058, -1.25916], [-0.66199, -0.76951, -5.09903], [-3.24838, 2.18057, -2.86195], [-2.03843, -0.59501, -2.35568], [2.66899, -3.69382, 0.57967], [1.45392, -0.01453, -5.04170], [1.28408, 4.21832, -0.95392], [1.96681, -2.83556, -4.02777], [1.76181, 1.90337, -3.79249], [-2.29066, -2.63178, 0.63876], [2.59576, -1.91657, 0.64435], [-4.06592, 0.52341, -1.40332], [-2.09157, -0.99002, 1.27818], [-2.72054, -0.09484, -0.43415], [2.33297, -3.64140, 4.15126], [-1.86476, -2.04456, -3.37370], [2.45334, -0.50127, -3.65040], [2.72610, -1.15970, 4.70099], [2.92592, 3.82686, -0.41818], [-0.43903, 0.62498, -0.78344], [0.85242, -0.20310, 0.31393], [3.63918, -2.13443, -1.84316], [-2.86710, -0.68762, -3.92457], [4.18425, 1.66376, -1.86572], [-0.03172, -3.59225, -3.30235]], "forces_ev_per_a": [[0.002, 0.280, -0.330], [0.297, 0.461, -0.670], [-0.644, 0.993, 0.024], [0.112, -0.200, -0.995], [-0.735, -0.862, 0.416], [-0.137, -0.281, 0.866], [-0.251, 0.078, -1.629], [-0.961, -1.183, 0.686], [-2.438, 0.810, 0.688], [0.480, 0.142, -0.055], [-0.218, 0.275, 0.515], [0.115, 0.370, 0.479], [0.680, -2.006, -2.847], [0.117, -0.616, -0.127], [-0.088, -0.196, -0.001], [-0.458, -0.135, -0.354], [0.134, -0.816, 0.745], [0.122, 0.283, 0.316], [3.049, 0.265, 1.762], [0.561, 0.202, 0.317], [0.283, 0.389, 0.228], [-0.406, 0.343, -0.334], [-0.175, -0.353, -0.119], [0.023, -0.074, 0.758], [0.225, -0.151, 0.211], [0.422, -0.372, -0.044], [0.550, 0.168, -0.075], [0.808, 0.687, -2.103], [-0.253, 0.341, -0.577], [-0.076, 0.162, -0.169], [-0.311, 0.529, 0.154], [0.590, 0.359, 0.359], [0.539, 0.250, -0.066], [-0.543, 0.138, 0.586], [0.747, -0.830, -0.254], [-0.010, 0.055, 0.032], [-0.289, 0.210, -0.383], [-0.068, -0.198, -0.127], [-0.311, -0.285, 0.023], [-0.083, -0.287, -0.203], [-0.067, -0.221, 0.086], [-0.650, 0.018, 0.619], [-0.048, -0.271, -0.114], [-0.013, -0.068, 0.215], [0.059, 0.215, 0.123], [-0.015, -0.380, -0.040], [0.100, -0.104, -0.209], [0.153, -0.239, 0.021], [0.246, 0.163, 0.140], [-0.015, -0.021, -0.230], [0.161, -0.040, -0.083], [0.039, -0.153, 0.132], [0.238, 0.252, -0.312], [0.210, 0.345, -0.114], [-0.134, 0.011, 0.046], [-0.215, 0.073, -0.302], [0.044, -0.344, 0.105], [0.294, 0.022, -0.202], [0.223, -0.017, -0.016], [-0.200, -0.420, -0.009], [-0.210, 0.328, -0.212], [-0.384, 2.613, 2.471], [-0.210, -0.015, -0.262], [0.078, -0.010, 0.045], [-0.102, -0.006, 0.035], [-0.171, 0.177, -0.373], [0.178, -0.077, -0.192], [-0.113, 0.434, 0.016], [-0.024, 0.168, -0.211], [0.066, -0.137, -0.023], [0.176, 0.132, 0.158], [0.177, -0.070, -0.157], [-0.031, 0.090, -0.326], [-0.199, -0.176, 0.186], [0.402, 0.023, 0.187], [0.179, -0.151, -0.024], [-0.086, 0.021, 0.332], [0.058, 0.157, 0.133], [0.064, -0.022, -0.197], [-0.057, 0.150, 0.058], [0.070, -0.073, 0.343], [0.146, -0.348, 0.161], [-0.192, 0.044, -0.311], [-0.228, 0.030, 0.073], [-0.022, 0.108, 0.271], [0.085, -0.107, -0.200], [0.165, 0.045, 0.241], [-0.037, -0.267, 0.099], [-0.197, 0.190, 0.054], [-0.422, 0.058, -0.189], [-0.056, 0.227, 0.053], [-0.181, -0.036, -0.097], [-0.244, 0.087, 0.021], [-0.186, -0.167, 0.049], [-0.067, -0.249, 0.178], [0.001, -0.329, -0.573], [-0.130, -0.101, 0.016], [0.030, -0.049, 0.120], [-0.130, -0.186, 0.153], [-0.006, -0.271, 0.336]]}

---

- Which value of multiplicity does entry 2 give?
  5

---

- Which value of multiplicity does entry 2 give?
  5

---

- Which formula does entry 2 have?
  C34H57F3IrN2O2Si